1.
{
  "formula": "C26H50P2SiZr",
  "method": "wB97M-V/def2-TZVPD",
  "homo_lumo_gap_ha": 0.255,
  "largest_force_ev_per_a": 2.46,
  "lumo_energy_ev": -7.14,
  "energy_ev": -55493.5284,
  "charge": 2,
  "elements": ["Zr", "C", "C", "C", "C", "C", "C", "H", "H", "H", "C", "H", "H", "H", "C", "H", "H", "H", "C", "H", "H", "H", "C", "H", "H", "H", "C", "C", "C", "C", "C", "C", "C", "C", "H", "H", "H", "H", "H", "H", "H", "H", "H", "H", "H", "H", "P", "C", "C", "P", "C", "C", "C", "H", "H", "H", "H", "H", "H", "H", "H", "H", "H", "H", "H", "H", "H", "C", "Si", "C", "C", "H", "H", "H", "H", "H", "H", "H", "H", "H"],
  "xyz": [[-0.1488, 0.3427, -0.3361], [-0.9926, -1.5362, 0.8982], [0.3236, -1.8315, 0.3768], [0.5478, -0.3587, 2.1701], [-0.8386, -0.6510, 2.0213], [1.2627, -1.0383, 1.1318], [-2.2560, -2.2318, 0.5312], [-2.2225, -2.6221, -0.5000], [-3.1165, -1.5590, 0.6248], [-2.4269, -3.0857, 1.2047], [-1.8828, -0.3449, 3.0192], [-2.8401, -0.7711, 2.7244], [-2.0065, 0.7342, 3.1466], [-1.6186, -0.7601, 4.0057], [1.1577, 0.2980, 3.3428], [1.0640, -0.3310, 4.2405], [0.6717, 1.2500, 3.5637], [2.2211, 0.4831, 3.1826], [2.7453, -1.1608, 1.0762], [3.0931, -1.8913, 1.8232], [3.2261, -0.2019, 1.3008], [3.0864, -1.5063, 0.0860], [0.6711, -2.9592, -0.5518], [0.8771, -3.9015, -0.0071], [1.5770, -2.7133, -1.1299], [-0.1611, -3.1591, -1.2436], [-1.6821, 1.4325, -6.0877], [-1.7973, 0.1034, -6.1720], [-1.0646, -0.7452, -7.1818], [0.3972, -0.2823, -7.4566], [1.1397, 0.1420, -6.2363], [1.2704, 1.4326, -5.8281], [0.5612, 2.5906, -6.4622], [-0.8685, 2.2863, -6.9979], [-1.6334, -0.7177, -8.1247], [0.3973, 0.4954, -8.2205], [-1.0392, -1.8001, -6.8713], [-0.8159, 1.8498, -7.9987], [-2.4137, 2.0125, -5.5145], [-2.6649, -0.3923, -5.7034], [-1.3890, 3.2418, -7.1008], [0.4765, 3.4355, -5.7596], [2.0611, 1.7106, -5.1249], [1.1864, 2.9380, -7.2983], [0.9265, -1.1393, -7.8833], [1.7462, -0.6490, -5.7905], [-1.5035, 0.5302, -2.5366], [-3.0272, 1.3979, -2.8999], [-1.4546, -1.1100, -3.3385], [1.5817, 1.1097, -2.1461], [-0.0146, 1.4287, -3.1974], [2.4114, -0.2558, -3.0246], [2.6787, 2.5430, -2.2089], [-3.1526, 2.2213, -2.1848], [-3.8685, 0.7057, -2.7778], [-3.0031, 1.7895, -3.9195], [-1.3721, -1.0149, -4.4281], [-2.3833, -1.6494, -3.0966], [-0.6112, -1.7251, -2.9913], [2.7228, 2.9572, -3.2244], [3.6784, 2.2231, -1.8892], [2.3286, 3.3090, -1.5073], [-0.1817, 2.5128, -3.2586], [0.1418, 1.0410, -4.2100], [3.4159, -0.3777, -2.5928], [2.4878, -0.0669, -4.1014], [1.8765, -1.2040, -2.8704], [-1.0035, 3.1567, 2.7108], [-0.6671, 2.8402, 0.8572], [-2.2369, 3.5716, 0.0477], [0.7052, 4.1250, 0.5109], [-1.8762, 2.6070, 3.0845], [-1.2183, 4.2288, 2.8762], [-0.1431, 2.9157, 3.3470], [-2.0981, 3.6966, -1.0340], [-2.4613, 4.5569, 0.4887], [-3.0932, 2.9073, 0.2296], [0.5013, 5.0632, 1.0556], [1.6771, 3.7384, 0.8493], [0.7625, 4.3582, -0.5608]],
  "mulliken_charge": [-0.528, 0.288, 1.417, 0.815, 0.598, 0.210, -1.884, 0.270, 0.493, 0.358, -1.354, 0.474, -0.023, 0.333, -1.450, 0.351, 0.136, 0.413, -1.922, 0.343, 0.494, 0.295, -1.291, 0.330, 0.302, 0.313, -0.029, -0.711, -0.815, -1.101, 0.123, -0.833, -0.971, -1.242, 0.375, 0.250, 0.375, 0.316, 0.404, 0.909, 0.473, 0.338, 1.051, 0.459, 0.472, 0.418, 1.140, -0.786, -0.610, 1.146, 1.258, -1.273, -1.116, 0.259, 0.473, 0.051, -0.419, 0.597, -0.019, 0.388, 0.468, 0.178, 0.690, -1.854, 0.549, 0.321, 0.168, -1.354, 0.827, -1.267, -1.258, 0.378, 0.463, 0.352, 0.304, 0.460, 0.325, 0.458, 0.343, 0.314]
}

2.
{
  "formula": "C9H22BBr2F3O8PSSi2",
  "method": "wB97M-V/def2-TZVPD",
  "homo_lumo_gap_ha": 0.275,
  "largest_force_ev_per_a": 2.84,
  "lumo_energy_ev": 1.59,
  "energy_ev": -210868.6150,
  "charge": -1,
  "elements": ["C", "O", "C", "C", "C", "Si", "O", "Si", "B", "C", "O", "C", "Br", "C", "C", "Br", "P", "O", "O", "H", "H", "H", "H", "H", "H", "H", "H", "H", "H", "H", "H", "H", "H", "H", "H", "H", "H", "H", "H", "H", "H", "C", "F", "F", "F", "S", "O", "O", "O"],
  "xyz": [[3.9180, -2.3501, 0.4445], [3.8515, -2.4805, -0.9647], [2.5258, -2.6888, -1.4413], [2.0757, -1.5622, -2.4405], [2.0463, -0.1967, -1.6262], [0.3544, 0.6462, -1.8704], [-0.4330, 1.1996, -0.4567], [-1.7380, 0.2493, 0.1336], [-3.0950, -0.2006, -1.2244], [-3.0955, -1.4341, -2.2512], [-4.1946, 0.6950, -1.3323], [-1.1747, -1.2632, 1.2119], [0.6667, -0.9657, 1.9076], [-1.4006, -2.6605, 0.5305], [-2.8864, -3.1293, 0.7751], [-0.2919, -4.0475, 1.4752], [-2.8054, 1.5600, 1.6238], [-2.2874, 3.1243, 1.2983], [-2.1614, 1.1504, 3.1442], [3.2330, -3.0229, 0.9894], [3.7652, -1.3049, 0.7741], [4.9466, -2.6282, 0.7499], [1.8412, -2.6031, -0.5742], [2.4074, -3.7043, -1.8690], [2.8224, -1.5490, -3.2506], [1.0752, -1.8298, -2.8297], [2.8217, 0.4380, -2.1021], [2.3425, -0.3213, -0.5762], [0.6114, 1.8567, -2.6863], [-0.4607, -0.2381, -2.7109], [-3.6992, -2.2929, -1.8896], [-3.5895, -1.1049, -3.1934], [-2.1013, -1.8457, -2.4911], [-4.3563, 0.7356, -2.2789], [-1.8073, -1.2626, 2.1230], [-1.1143, -2.6987, -0.5291], [-2.8811, -3.8024, 1.6488], [-3.5673, -2.2848, 0.9710], [-3.1797, -3.7415, -0.0918], [-1.3204, 3.0587, 1.2342], [-1.2045, 1.2564, 3.0620], [1.7550, 6.2497, 1.8801], [0.5574, 6.8457, 1.8069], [2.3558, 6.4605, 0.7000], [2.4621, 6.9304, 2.7919], [1.6226, 4.4492, 2.2930], [0.8318, 3.8944, 1.2010], [0.9550, 4.4261, 3.5849], [3.0011, 3.9882, 2.3258]],
  "nbo_charge": [-0.253, -0.558, -0.059, -0.415, -0.900, 1.442, -1.185, 1.197, 0.569, -1.027, -0.869, -0.732, 0.030, -0.221, -0.646, -0.051, 0.907, -0.951, -0.970, 0.177, 0.177, 0.184, 0.170, 0.169, 0.210, 0.193, 0.251, 0.257, -0.202, -0.244, 0.252, 0.221, 0.234, 0.482, 0.257, 0.214, 0.239, 0.220, 0.218, 0.515, 0.486, 0.682, -0.332, -0.335, -0.333, 2.335, -1.024, -0.992, -0.991]
}

3.
{
  "formula": "C19H42I2N3O7P2SSi2",
  "method": "wB97M-V/def2-TZVPD",
  "homo_lumo_gap_ha": 0.285,
  "largest_force_ev_per_a": 3.19,
  "lumo_energy_ev": -2.50,
  "energy_ev": -100550.5388,
  "charge": 1,
  "elements": ["O", "C", "O", "C", "C", "C", "C", "Si", "C", "C", "C", "C", "S", "C", "N", "N", "C", "O", "O", "Si", "P", "O", "I", "P", "O", "I", "H", "H", "H", "H", "H", "H", "H", "H", "H", "H", "H", "H", "H", "H", "H", "H", "H", "H", "H", "H", "H", "H", "C", "C", "N", "C", "C", "C", "C", "C", "O", "C", "H", "H", "H", "H", "H", "H", "H", "H", "H", "H", "H", "H", "H", "H", "H", "H", "H", "H", "H", "H"],
  "xyz": [[3.5101, -7.2073, 4.1566], [3.7371, -6.3763, 3.3290], [5.0071, -5.8096, 3.3306], [4.9602, -4.3913, 3.0251], [3.6950, -3.6540, 3.6144], [4.0977, -2.1269, 3.7771], [2.7924, -1.2334, 4.0520], [2.6694, 0.0768, 2.6496], [1.4081, 1.3705, 3.2628], [0.2831, 1.7333, 2.1756], [-1.1384, 1.1712, 2.5300], [-1.3625, -0.3060, 2.0007], [-3.0719, -0.8774, 2.4805], [-3.3908, -2.3996, 1.5626], [-3.5053, -3.5716, 2.2097], [-3.7077, -4.5562, 1.2839], [-3.7237, -3.9393, 0.0992], [-3.5511, -2.5722, 0.1997], [4.2572, 0.6646, 2.4387], [4.6985, 1.0506, 0.8536], [4.0080, -0.2830, -0.7708], [3.6558, -1.8449, -0.1866], [1.8980, 0.7943, -1.5697], [6.9484, 0.9453, 0.8188], [7.4960, 1.3466, -0.7304], [7.3438, -1.4836, 1.1355], [2.9663, -6.0881, 2.5624], [5.0225, -4.1881, 1.9176], [5.8937, -3.9529, 3.4665], [2.8155, -3.6662, 2.9162], [3.4175, -4.0214, 4.6406], [4.8424, -2.0141, 4.6117], [4.6276, -1.8386, 2.8336], [3.0272, -0.6590, 4.9939], [1.8697, -1.8552, 4.1407], [2.0856, -0.5527, 1.4490], [0.8361, 0.9001, 4.1173], [1.8818, 2.2891, 3.6996], [0.2179, 2.8462, 2.0955], [0.5623, 1.3166, 1.1760], [-1.9649, 1.8095, 2.1020], [-1.3008, 1.1564, 3.6446], [-1.2920, -0.3352, 0.8828], [-0.6048, -0.9884, 2.4723], [-3.8574, -4.3938, -0.9020], [4.3527, 2.4480, 0.5705], [3.3976, -2.3400, -0.9873], [7.8947, 0.5458, -1.1271], [-2.8620, -0.1376, -2.9416], [-3.3021, 0.9604, -3.8931], [-4.2039, 2.0244, -3.2743], [-5.4937, 1.3481, -2.8455], [-4.6346, 3.0311, -4.3453], [-3.5461, 3.9118, -4.9282], [-3.6372, 2.6799, -2.0096], [-2.2508, 3.3146, -2.0896], [-1.2625, 2.3531, -2.4008], [-0.2173, 2.8146, -3.2538], [-3.7012, -0.7256, -2.5706], [-2.2023, -0.8220, -3.4773], [-2.3026, 0.2375, -2.0867], [-3.8683, 0.5204, -4.7159], [-2.4439, 1.4610, -4.3299], [-5.9248, 0.8421, -3.7092], [-6.1764, 2.1082, -2.4705], [-5.2794, 0.6311, -2.0555], [-5.4091, 3.6528, -3.8941], [-5.0894, 2.4383, -5.1398], [-3.3538, 4.7758, -4.2950], [-3.8951, 4.3187, -5.8801], [-2.6114, 3.3890, -5.1271], [-3.6205, 1.8947, -1.2536], [-4.3676, 3.4321, -1.7063], [-2.0159, 3.7164, -1.0965], [-2.2274, 4.1622, -2.7721], [-0.1934, 3.9009, -3.3587], [-0.3460, 2.3601, -4.2413], [0.7334, 2.4674, -2.8428]],
  "mulliken_charge": [-0.460, 0.199, -0.353, -0.272, -0.687, -0.053, -0.830, 0.279, -0.585, 0.123, -1.012, -0.204, -0.173, 0.326, -0.237, -0.363, 0.025, -0.092, -0.392, 0.389, -0.004, -0.330, 0.197, 0.061, -0.450, -0.071, 0.330, 0.141, 0.283, 0.385, 0.320, 0.349, -0.284, 0.406, 0.443, -0.012, 0.338, 0.417, 0.325, -0.342, 0.405, 0.419, 0.230, 0.217, 0.366, -0.177, 0.298, 0.310, -1.229, -0.343, -0.015, -1.064, -0.333, -1.169, -0.733, -0.597, -0.050, -0.696, 0.420, 0.440, 0.099, 0.605, 0.206, 0.402, 0.425, 0.452, 0.382, 0.456, 0.357, 0.424, 0.255, 0.610, 0.343, 0.373, 0.252, 0.384, 0.264, -0.121]
}

4.
{
  "formula": "C5H10O",
  "method": "wB97M-V/def2-TZVPD",
  "homo_lumo_gap_ha": 0.320,
  "largest_force_ev_per_a": 0.27,
  "lumo_energy_ev": 0.54,
  "energy_ev": -7391.1110,
  "e_above_lowest_kcal_mol": 84.3,
  "elements": ["C", "C", "C", "C", "O", "C", "H", "H", "H", "H", "H", "H", "H", "H", "H", "H"],
  "xyz": [[-0.4550, -1.5052, 1.1738], [0.4618, -0.6403, 0.3531], [1.0091, 0.5473, 0.8741], [-0.5675, 0.6801, -0.3302], [-1.7404, 0.6272, 0.0697], [-0.1475, 0.7536, -1.7991], [-1.2380, -1.9318, 0.5392], [-0.9637, -0.9035, 1.9307], [0.0911, -2.3176, 1.6657], [1.0203, -1.1323, -0.4412], [0.0898, 1.6116, 0.1320], [1.9127, 0.9818, 0.4507], [0.7250, 0.8954, 1.8652], [0.9373, 0.8351, -1.9206], [-0.5109, -0.1350, -2.3219], [-0.6242, 1.6335, -2.2411]],
  "nbo_charge": [-0.617, -0.303, -0.250, 0.343, -0.688, -0.637, 0.231, 0.228, 0.213, 0.218, 0.152, 0.227, 0.232, 0.205, 0.221, 0.228]
}

5.
{
  "formula": "C4H8S",
  "method": "wB97M-V/def2-TZVPD",
  "homo_lumo_gap_ha": 0.366,
  "largest_force_ev_per_a": 3.03,
  "smiles": "SCC1CC1",
  "lumo_energy_ev": 1.04,
  "energy_ev": -15111.4103,
  "e_above_lowest_kcal_mol": 22.5,
  "elements": ["S", "C", "C", "C", "C", "H", "H", "H", "H", "H", "H", "H", "H"],
  "xyz": [[-1.8220, 0.4227, -0.0349], [-0.5171, -0.8396, 0.1165], [0.6957, -0.0709, 0.4226], [1.5540, 0.5441, -0.7100], [2.0952, -0.5571, 0.1274], [-1.4994, 1.0230, 1.0756], [-0.8206, -1.4753, 0.8647], [-0.3461, -1.3283, -0.8091], [0.6340, 0.4867, 1.3199], [1.2200, 0.2956, -1.6600], [1.8510, 1.5860, -0.4298], [2.3190, -1.6142, -0.3049], [2.8274, -0.1960, 0.7629]],
  "nbo_charge": [-0.045, -0.489, -0.232, -0.412, -0.417, 0.103, 0.213, 0.219, 0.203, 0.212, 0.220, 0.214, 0.211]
}